1.
Density functional theory data (the ωB97M-V functional and the def2-TZVPD basis) for 2 unconnected molecules or ions with the total composition C9H14O at a distorted geometry.

Each line ends with the natural charge from an NBO analysis.
CARTESIAN COORDINATES (ANGSTROEM)
C  2.2444  0.2201  0.8781  -0.65
C  1.0512  0.4199  0.0464  -0.07
C  0.9190  -0.2293  -1.1830  -0.17
C  -0.2101  0.0956  -1.9428  -0.27
C  -1.0994  1.0702  -1.5150  0.29
O  -2.2280  1.2426  -2.2763  -0.67
C  -0.8802  1.8968  -0.3879  -0.29
C  0.1912  1.4921  0.3895  -0.18
H  3.1359  -0.3920  0.6671  0.23
H  2.0915  -0.1959  1.9296  0.22
H  2.7309  1.2427  1.0323  0.22
H  1.5174  -1.0862  -1.4863  0.22
H  -0.3602  -0.3223  -2.9322  0.22
H  -2.8821  1.6601  -1.7061  0.48
H  -1.5653  2.6984  -0.1054  0.22
H  0.4606  1.9721  1.3262  0.21
C  0.2896  -2.6754  3.0231  -0.62
C  -0.3195  -2.3369  1.6140  -0.62
H  -0.5529  -3.2205  3.4769  0.20
H  1.1543  -3.2929  3.1009  0.21
H  0.5407  -1.7967  3.6056  0.20
H  0.4240  -2.3859  0.7769  0.21
H  -0.8353  -1.3478  1.6001  0.21
H  -1.1629  -3.0193  1.4684  0.20

Cartesian forces (eV/Å) of the 6 atoms listed first:
C 2.4 0.8 3.4
C 0.1 0.2 -1.3
C -1.6 0.2 0.5
C 0.5 0.3 -0.1
C -0.3 0.8 0.0
O -0.1 0.1 0.0

Output
orbital gap = 9.14 eV
DFT total energy = -11606.5593 eV
SMILES = Cc1ccc(O)cc1.CC
highest occupied orbital energy = -8.26 eV
charge = 0
energy above the lowest of the compared OMol25 structures with the same formula, charge and spin = 1.077 eV

2.
Density functional theory data (the ωB97M-V functional and the def2-TZVPD basis) for a gas-phase ion, C6H11N4 (charge +1) at a distorted geometry.

Each line ends with the natural charge from an NBO analysis.
CARTESIAN COORDINATES (ANGSTROEM)
N  -2.8564  -2.1657  -0.1717  -0.75
C  -2.2310  -0.9620  -0.1284  0.14
C  -2.6184  0.3213  0.0280  -0.39
C  -1.9628  1.6352  0.2230  0.00
C  -0.7138  2.1139  0.0091  -0.40
C  0.6106  1.7558  -0.2125  0.18
N  1.2584  0.6201  -0.0573  -0.28
N  2.5433  0.4546  -0.2324  -0.33
C  2.9469  -0.7067  0.1353  0.29
N  4.2308  -1.0608  0.1639  -0.74
H  -3.8048  -2.1629  0.2405  0.41
H  -2.4886  -3.0315  -0.4669  0.42
H  -1.1983  -1.0162  -0.5440  0.16
H  -3.6676  0.3836  0.2542  0.20
H  -2.8034  2.2426  0.5068  0.24
H  -0.6722  3.1934  -0.0013  0.25
H  1.2620  2.5443  -0.6530  0.24
H  0.7382  -0.1991  0.2010  0.37
H  2.1695  -1.3355  0.5911  0.15
H  4.3236  -2.1054  0.3210  0.42
H  4.9338  -0.5192  -0.2063  0.42

Cartesian forces (eV/Å) of the 6 atoms listed first:
N -2.3 2.7 1.7
C 3.4 -1.0 -2.5
C -1.0 0.7 1.6
C -1.0 -3.7 -0.9
C -0.3 1.7 0.3
C 1.9 -0.7 -1.3

Output
orbital gap = 7.01 eV
DFT total energy = -12351.5080 eV
SMILES = N/C=C/C=C\C=[NH+]\N=C\N
highest occupied orbital energy = -11.57 eV
charge = +1
energy above the lowest of the compared OMol25 structures with the same formula, charge and spin = 2.958 eV

3.
Density functional theory data (the ωB97M-V functional and the def2-TZVPD basis) for 2 unconnected molecules or ions with the total composition C4H10NO2 at a distorted geometry.

Each line ends with the natural charge from an NBO analysis.
CARTESIAN COORDINATES (ANGSTROEM)
C  -2.2363  -0.2201  0.2608  -0.73
C  -1.4862  -1.0452  -0.7933  0.68
N  -0.7183  -2.0318  -0.2417  -0.97
O  -1.3457  -0.7218  -1.9818  -0.69
H  -2.9012  -0.8424  0.9415  0.21
H  -2.8004  0.5587  -0.2556  0.20
H  -1.4685  0.2719  0.8721  0.27
H  -0.4879  -2.7413  -0.9721  0.35
H  0.0593  -1.2916  0.3184  0.46
C  1.0773  0.6138  -0.0390  -0.05
O  0.7211  -0.3210  0.9440  -0.89
C  2.2734  1.4470  0.4576  -0.63
H  0.2860  1.3128  -0.2865  0.12
H  1.3470  0.0898  -1.0263  0.12
H  2.7334  1.9608  -0.4346  0.17
H  2.9980  0.8254  0.9980  0.20
H  1.9491  2.1349  1.2385  0.18

Cartesian forces (eV/Å) of the 6 atoms listed first:
C -0.6 -0.2 -0.1
C 1.5 0.0 -0.4
N -1.0 -1.1 -0.2
O -1.6 0.1 0.4
H 0.9 0.7 -1.0
H -0.2 -0.1 0.1

Output
orbital gap = 8.22 eV
DFT total energy = -9895.4363 eV
highest occupied orbital energy = -3.88 eV
charge = -1
energy above the lowest of the compared OMol25 structures with the same formula, charge and spin = 2.009 eV